# C36H36FeN6O8P2S2

A structure of composition C36H36FeN6O8P2S2 in a non-equilibrium geometry (ωB97M-V with the def2-TZVPD basis set, the OMol25 dataset).

```
91
Properties=species:S:1:pos:R:3:lowdin_charge:R:1
Fe 0.60255 0.09277 0.69620 0.301
O 2.02227 -2.05671 6.21197 0.086
C 1.65307 -1.58041 5.00235 -0.272
C 0.35898 -1.14517 4.73196 0.071
C 0.07916 -0.66721 3.46769 -0.186
N 1.00629 -0.62573 2.51757 0.025
C 2.24328 -1.06312 2.76396 -0.164
C 2.61799 -1.54281 3.99772 0.097
C 3.15099 -1.04761 1.54403 -0.597
O 4.31316 -1.40458 1.64058 0.064
O 2.54039 -0.66277 0.47948 -0.165
C -1.29758 -0.16085 3.03224 -0.642
O -2.17264 -0.06883 3.88666 0.037
O -1.35384 0.11165 1.79152 -0.121
H 1.26839 -2.03896 6.81193 0.115
H -0.43457 -1.15965 5.46941 0.133
H 3.62922 -1.88745 4.15854 0.139
S -4.25728 4.45281 1.96166 1.067
C -5.79455 5.18940 2.03060 -0.412
C -6.47882 5.03928 0.86355 -0.183
C -5.74059 4.31420 -0.10509 -0.123
C -4.50826 3.92377 0.34244 -0.482
C -3.48103 3.17095 -0.38465 -0.185
C -2.43169 2.53288 0.30878 -0.073
N -1.46106 1.86508 -0.25890 0.135
C -1.46456 1.75893 -1.59617 -0.151
C -2.47469 2.32307 -2.39408 -0.132
C -2.41620 2.17917 -3.81787 -0.019
C -1.39104 1.53845 -4.40897 -0.021
C -0.32437 0.97280 -3.63325 -0.131
C 0.77021 0.33799 -4.23508 0.031
C 1.77875 -0.17414 -3.45820 -0.195
C 1.64753 -0.05716 -2.06447 -0.093
N 0.63001 0.52708 -1.46020 0.062
C -0.36008 1.06733 -2.22849 -0.127
C 2.95413 -0.86628 -3.99612 -0.488
C 4.14038 -1.11007 -3.35826 -0.105
C 5.06284 -1.82238 -4.16740 -0.173
C 4.56226 -2.10944 -5.39932 -0.412
S 2.96895 -1.52269 -5.58670 1.052
C -3.49018 3.04768 -1.75415 0.049
H -6.11571 5.69006 2.92920 0.066
H -7.47520 5.42336 0.70292 0.103
H -6.12158 4.07194 -1.08681 0.109
H -2.41659 2.57112 1.39055 0.092
H -3.21458 2.60352 -4.41449 0.117
H -1.35128 1.44017 -5.48675 0.117
H 0.80998 0.26498 -5.31630 0.113
H 2.39282 -0.46998 -1.39661 0.086
H 4.35556 -0.78477 -2.34982 0.118
H 6.05266 -2.10680 -3.84294 0.106
H 5.04275 -2.64056 -6.20453 0.066
H -4.26861 3.51219 -2.34722 0.123
C -1.78730 -4.19527 -1.40495 -0.194
N -2.24240 -3.80138 -0.07544 -0.145
C -1.60000 -4.66767 0.91069 -0.186
N -0.13986 -4.68550 0.82653 -0.144
C 0.24624 -5.05189 -0.53267 -0.189
N -0.33338 -4.19540 -1.56764 -0.144
C 0.21103 -2.83776 -1.49809 -0.286
P -0.14555 -2.01519 0.12078 1.075
C -1.95149 -2.38897 0.18953 -0.276
C 0.43216 -3.39349 1.21116 -0.268
H -2.22880 -3.52523 -2.14585 0.126
H -2.14281 -5.20987 -1.59869 0.125
H -1.95785 -5.68710 0.74866 0.126
H -1.89637 -4.34967 1.91189 0.130
H -0.09301 -6.07358 -0.71705 0.126
H 1.33461 -5.02583 -0.61449 0.129
H -0.21664 -2.23879 -2.30816 0.091
H 1.29179 -2.87181 -1.66396 0.098
H -2.47130 -1.76732 -0.54524 0.099
H -2.33398 -2.09395 1.16645 0.089
H 0.16034 -3.17418 2.24629 0.093
H 1.52319 -3.45230 1.16677 0.102
C 0.17181 2.52879 3.80256 -0.081
O 1.46348 2.40880 3.20268 -0.266
P 1.66834 2.10758 1.65097 0.803
O 3.26632 2.02650 1.75057 -0.270
C 4.04307 1.95390 0.54601 -0.099
O 1.34567 3.58865 1.05913 -0.284
C 1.42470 3.79838 -0.35042 -0.126
H 0.05201 3.55126 4.15686 0.096
H 0.11145 1.83866 4.64048 0.089
H -0.62735 2.28738 3.10484 0.067
H 4.37503 2.95716 0.27757 0.088
H 3.47180 1.50721 -0.26814 0.064
H 4.89646 1.31406 0.75415 0.094
H 1.34307 2.85831 -0.89771 0.051
H 2.37368 4.27656 -0.59526 0.084
H 0.60374 4.45241 -0.64143 0.088
```

Output
energy above the lowest of the compared OMol25 structures with the same formula, charge and spin	5.56	kcal/mol
HOMO (spin up / spin down)	-0.30463 / -0.30474	hartree
LUMO (spin up / spin down)	-0.71 / -0.71	eV

=====

# C22H48F18MgN3O20S6

A structure of composition C22H48F18MgN3O20S6 in a non-equilibrium geometry (ωB97M-V with the def2-TZVPD basis set, the OMol25 dataset).

```
118
Properties=species:S:1:pos:R:3:lowdin_charge:R:1
Mg 10.37298 -3.58100 15.44941 1.149
C 15.94777 -2.49091 9.36815 -0.680
F 14.67899 -2.74547 9.65413 0.124
F 16.07982 -1.31813 8.77423 0.147
F 16.59665 -2.51519 10.52397 0.118
S 16.67064 -3.84904 8.22381 0.649
O 15.87009 -5.04469 8.40029 -0.325
O 16.63159 -3.32539 6.87128 -0.329
N 18.34598 -3.91719 8.67230 -0.289
S 18.49593 -4.87350 9.98050 0.567
O 19.71459 -4.52536 10.66120 -0.321
O 17.36401 -5.12627 10.86383 -0.342
C 18.95340 -6.55215 9.11800 -0.666
F 18.98976 -7.55032 10.00542 0.118
F 18.06024 -6.90668 8.20600 0.127
F 20.13921 -6.37623 8.53928 0.124
C 11.83650 -2.87328 11.69434 -0.669
F 12.06337 -3.03331 10.42433 0.211
F 12.92786 -3.25957 12.32682 0.162
F 11.61143 -1.59215 11.95888 0.134
S 10.29377 -3.82861 12.29273 0.724
O 9.31019 -3.83247 11.24920 -0.238
O 10.80964 -5.08878 12.77960 -0.290
N 9.82406 -2.96378 13.76187 -0.392
S 8.83876 -1.76455 13.38513 0.602
O 8.95548 -0.74560 14.41440 -0.292
O 8.96893 -1.31659 12.03010 -0.255
C 7.09579 -2.56655 13.61258 -0.653
F 6.20926 -1.63092 13.85407 0.188
F 6.77919 -3.13449 12.45746 0.147
F 7.18328 -3.50906 14.53507 0.149
C 2.06927 -8.18046 19.08918 -0.675
F 1.62410 -9.41943 19.20545 0.139
F 1.05921 -7.43911 18.64157 0.132
F 2.43802 -7.69190 20.26491 0.132
S 3.52243 -8.17601 17.83095 0.679
O 3.77763 -9.55883 17.52635 -0.296
O 3.03513 -7.38329 16.70255 -0.334
N 4.83524 -7.43986 18.65466 -0.298
S 4.59408 -5.86690 18.66849 0.562
O 3.24632 -5.34932 18.84254 -0.303
O 5.59747 -5.31330 19.54431 -0.338
C 5.26743 -5.33679 16.94051 -0.656
F 4.36983 -4.64770 16.24225 0.125
F 6.35687 -4.56778 17.05582 0.083
F 5.63819 -6.40855 16.24649 0.116
C 4.59297 -6.56760 12.18973 -0.068
C 3.39998 -6.56147 13.14690 -0.336
O 3.17964 -7.81627 13.75339 -0.075
H 4.78634 -5.56427 11.81247 0.067
H 4.20612 -7.14664 11.34920 0.078
H 5.45386 -6.98826 12.70483 0.050
H 2.49969 -6.26757 12.59170 0.106
H 3.53172 -5.81602 13.93910 0.097
H 2.64667 -7.66922 14.54314 0.055
C 14.80534 -5.85962 13.27806 -0.094
C 15.45085 -4.68631 14.02066 -0.310
O 15.51276 -5.06783 15.37559 -0.098
H 15.37515 -6.78724 13.36753 0.077
H 14.70198 -5.68143 12.20736 0.076
H 13.85972 -6.05830 13.79232 0.061
H 14.88668 -3.79758 13.75166 0.094
H 16.48195 -4.64535 13.65796 0.112
H 15.92673 -5.91355 15.54520 0.082
C 8.00142 2.83407 12.02222 -0.087
C 7.83714 2.48771 13.50874 -0.315
O 7.35905 3.64978 14.18714 -0.071
H 8.74518 3.60138 11.81070 0.074
H 7.02738 3.10826 11.61895 0.075
H 8.38668 1.92733 11.54845 0.049
H 8.80123 2.13825 13.87655 0.091
H 7.18348 1.61158 13.48400 0.103
H 6.40232 3.62601 14.08840 0.082
C 9.16339 -4.26402 7.78493 -0.084
C 8.15785 -4.30987 6.63837 -0.299
O 7.97782 -2.99422 6.08385 -0.099
H 8.85889 -3.61345 8.60442 0.042
H 10.13928 -3.98382 7.39463 0.081
H 9.15740 -5.26384 8.23109 0.072
H 7.23191 -4.77740 6.98493 0.106
H 8.52530 -4.80165 5.73721 0.110
H 7.47570 -2.45923 6.71511 0.042
C 12.60128 0.11676 14.67529 -0.083
C 12.31846 1.36017 13.82421 -0.315
O 13.51274 2.10236 13.82268 -0.062
H 11.66732 -0.45099 14.74021 0.035
H 13.00741 0.20694 15.68185 0.076
H 13.33067 -0.50364 14.14793 0.074
H 11.50247 1.92405 14.29194 0.106
H 11.96341 1.06793 12.83147 0.109
H 13.35039 3.00744 13.54154 0.088
C 6.85698 0.25077 9.34199 -0.088
C 6.92414 -1.28084 9.28636 -0.292
O 6.00430 -1.71478 8.29422 -0.077
H 7.02083 0.78624 8.40424 0.080
H 7.70134 0.69492 9.88065 0.046
H 5.95102 0.62061 9.82751 0.073
H 6.76844 -1.66816 10.29095 0.096
H 7.91764 -1.43119 8.86440 0.106
H 5.11657 -1.72691 8.66279 0.090
C 8.02779 -8.02496 11.87283 -0.083
C 8.43188 -7.24429 13.09083 -0.308
O 8.03709 -7.98719 14.27271 -0.095
H 8.56175 -8.96908 11.76169 0.085
H 8.24790 -7.42291 10.98705 0.080
H 6.96755 -8.28806 11.86855 0.064
H 7.95243 -6.27225 13.23454 0.095
H 9.51646 -7.14801 13.09308 0.088
H 7.35964 -8.61410 14.00558 0.072
C 10.16078 -2.86933 18.81549 -0.058
C 8.90395 -2.73239 17.98670 -0.208
O 9.28378 -2.46551 16.59687 -0.154
H 9.99677 -2.83188 19.89348 0.098
H 10.94563 -2.15997 18.55129 0.086
H 10.51418 -3.90407 18.72427 0.086
H 8.17111 -1.99452 18.30688 0.144
H 8.39446 -3.69304 18.07482 0.119
H 9.23699 -1.49635 16.55189 0.117
```

Output
total charge	-1
HOMO	-0.27388	hartree
LUMO	-2.96	eV

=====

# C3Cl2F2

A structure of composition C3Cl2F2 in a non-equilibrium geometry (ωB97M-V with the def2-TZVPD basis set, the OMol25 dataset).

```
7
Properties=species:S:1:pos:R:3:lowdin_charge:R:1
C 0.93773 1.46242 -0.29005 -0.395
C -1.56441 -0.87081 0.02862 -0.399
C 0.12439 -0.00266 -0.11673 -0.604
F 0.55412 -0.72680 -1.18261 -0.010
F 0.79600 -0.48684 0.97184 -0.073
Cl 0.28649 2.66948 0.55112 0.729
Cl -1.32330 -2.14315 0.95845 0.751
```

Output
energy above the lowest of the compared OMol25 structures with the same formula, charge and spin	141.96	kcal/mol
HOMO	-0.32712	hartree
LUMO	-1.28	eV

=====

# C5H13N2O

A structure of composition C5H13N2O in a non-equilibrium geometry (ωB97M-V with the def2-TZVPD basis set, the OMol25 dataset).

```
21
Properties=species:S:1:pos:R:3:lowdin_charge:R:1
O -1.12380 1.39714 -1.98528 0.191
C -0.42102 0.51854 -1.71939 -0.532
N 0.31322 -0.41088 -1.40716 0.215
C -1.52468 -0.63822 -4.03748 -0.043
C 0.54363 -0.09067 1.48621 -0.293
N 1.06737 -0.82107 2.54545 0.228
C 2.15199 -0.16406 3.12285 -0.048
C -0.86251 0.50752 1.66140 0.023
H -0.45113 -0.52744 -3.91924 0.017
H -1.92675 0.37016 -4.03849 0.020
H -1.84223 -1.19978 -4.90935 0.035
H -1.98521 -1.15649 -3.19238 0.032
H 0.43168 -0.91587 0.71837 0.166
H 0.36191 0.49940 -0.62978 0.129
H 1.32404 0.51691 1.01818 0.127
H 2.34232 -0.29144 4.19707 0.128
H 3.05288 -0.50684 2.56651 0.178
H 2.17693 0.93788 3.10980 0.126
H -0.75557 1.10213 2.57469 0.100
H -1.61712 -0.19673 2.01585 0.110
H -1.25597 1.06982 0.82219 0.093
```

Output
energy above the lowest of the compared OMol25 structures with the same formula, charge and spin	187.63	kcal/mol
total charge	+1
HOMO	-0.54767	hartree
LUMO	-8.67	eV